# 1
Molecular formula: C37H69NO15S
Method: DFT, ωB97M-V/def2-TZVPD

The geometry in XYZ format:
```
123
Properties=species:S:1:pos:R:3:lowdin_charge:R:1
C 5.188 2.566 1.366 -0.11
O 5.031 2.549 -0.057 -0.18
C 4.660 1.248 -0.538 -0.34
C 5.731 0.801 -1.616 -0.12
C 6.440 -0.541 -1.125 -0.21
C 7.253 -0.317 0.235 -0.21
S 8.597 -1.575 0.331 0.66
O 8.747 -1.970 1.735 -0.33
O 8.209 -2.725 -0.481 -0.31
O 9.955 -0.900 -0.288 -0.18
C 3.172 1.264 -1.099 -0.15
N 2.815 -0.151 -1.363 -0.03
C 1.362 -0.334 -1.511 -0.24
O 0.669 -0.252 -0.266 -0.10
C -0.608 -0.812 -0.327 -0.23
C -0.695 -2.298 -0.396 0.01
C -1.994 -2.934 -0.482 -0.22
C -2.069 -4.509 -0.565 -0.08
C -3.269 -2.102 -0.484 -0.02
C -3.204 -0.647 -0.402 0.00
C -1.839 -0.007 -0.308 -0.08
C -1.627 1.569 -0.179 -0.31
C -0.903 1.784 1.248 -0.07
C -2.995 2.368 -0.055 -0.10
H 4.577 1.798 1.910 0.09
H 4.835 3.569 1.745 0.10
H 6.272 2.458 1.677 0.08
H 4.656 0.450 0.261 0.13
H 5.319 0.608 -2.639 0.11
H 6.553 1.573 -1.652 0.12
H 7.147 -0.908 -1.923 0.11
H 5.678 -1.336 -0.888 0.12
H 6.512 -0.477 1.070 0.11
H 7.627 0.736 0.345 0.11
H 10.704 -1.141 0.296 0.10
H 2.539 1.655 -0.248 0.13
H 3.092 1.948 -1.986 0.13
H 3.190 -0.346 -2.302 0.11
H 1.225 -1.363 -1.965 0.13
H 0.895 0.375 -2.269 0.15
H 0.278 -2.853 -0.373 0.12
H -2.472 -4.773 -1.578 0.07
H -2.784 -4.877 0.226 0.08
H -1.062 -4.989 -0.401 0.07
H -4.227 -2.670 -0.572 0.08
H -4.156 -0.063 -0.393 0.09
H -0.990 1.969 -1.006 0.12
H 0.199 1.832 1.056 0.06
H -1.301 2.675 1.798 0.07
H -1.131 0.865 1.865 0.08
H -2.725 3.409 0.274 0.08
H -3.592 1.901 0.771 0.08
H -3.530 2.436 -1.034 0.07
O -4.889 -4.516 -2.125 0.09
C -5.528 -5.528 -1.999 -0.52
O -4.919 -6.658 -1.593 0.00
C -5.614 -7.850 -1.204 -0.23
C -5.904 -8.730 -2.402 -0.07
C -6.984 -5.583 -2.383 0.01
H -6.513 -7.612 -0.633 0.11
H -4.947 -8.379 -0.522 0.12
H -6.565 -8.233 -3.114 0.07
H -6.373 -9.663 -2.087 0.08
H -4.980 -8.963 -2.935 0.08
H -7.067 -5.819 -3.444 0.10
H -7.423 -4.603 -2.199 0.09
H -7.564 -6.293 -1.797 0.07
O -6.537 0.868 0.945 0.10
C -6.853 0.086 1.805 -0.53
O -5.906 -0.482 2.578 -0.01
C -6.183 -1.252 3.754 -0.23
C -6.422 -2.708 3.410 -0.06
C -8.285 -0.351 1.971 0.01
H -7.005 -0.816 4.326 0.11
H -5.295 -1.173 4.383 0.13
H -7.302 -2.830 2.775 0.07
H -6.566 -3.297 4.318 0.08
H -5.572 -3.113 2.859 0.08
H -8.482 -1.197 1.312 0.09
H -8.931 0.480 1.689 0.09
H -8.548 -0.608 2.995 0.07
O -1.892 3.748 -2.763 0.11
C -2.740 4.222 -3.474 -0.52
O -4.039 4.074 -3.156 -0.01
C -5.109 4.774 -3.801 -0.23
C -5.582 4.033 -5.035 -0.07
C -2.380 4.898 -4.772 0.01
H -4.831 5.808 -4.016 0.11
H -5.922 4.818 -3.075 0.12
H -4.794 3.961 -5.786 0.07
H -6.440 4.539 -5.481 0.08
H -5.871 3.012 -4.778 0.09
H -2.322 4.151 -5.563 0.10
H -1.404 5.368 -4.653 0.09
H -3.068 5.691 -5.058 0.07
O 9.813 7.359 2.550 0.11
C 9.510 6.597 1.671 -0.53
O 8.643 6.984 0.715 0.00
C 8.386 6.241 -0.483 -0.23
C 7.302 5.206 -0.264 -0.07
C 10.007 5.174 1.669 0.01
H 9.305 5.806 -0.881 0.11
H 8.045 6.968 -1.222 0.12
H 7.602 4.461 0.475 0.06
H 7.068 4.692 -1.198 0.08
H 6.394 5.680 0.113 0.09
H 9.330 4.556 2.259 0.09
H 10.996 5.157 2.126 0.09
H 10.124 4.752 0.672 0.07
O -1.410 -2.123 6.198 0.10
C -0.644 -2.122 5.269 -0.53
O 0.490 -1.399 5.334 0.00
C 1.558 -1.503 4.385 -0.23
C 1.325 -0.587 3.203 -0.06
C -0.977 -2.838 3.984 0.01
H 1.719 -2.540 4.084 0.11
H 2.463 -1.192 4.911 0.12
H 0.423 -0.864 2.653 0.05
H 2.172 -0.624 2.516 0.08
H 1.188 0.443 3.538 0.09
H -1.552 -2.174 3.339 0.09
H -1.580 -3.712 4.227 0.09
H -0.103 -3.208 3.451 0.07
```

Computed properties:
**2S+1**: 1
**Energy**: -82521.98039 eV
**Orbital gap**: 8.01 eV
**E_HOMO**: -7.79 eV
**Structure (SMILES)**: CO[C@H](CCCS(=O)(=O)O)CNCOc1cc(C)ccc1C(C)C.CCOC(C)=O.CCOC(C)=O.CCOC(C)=O.CCOC(C)=O.CCOC(C)=O

***

# 2
Molecular formula: C37H70Br12F3NO4S2
Method: DFT, ωB97M-V/def2-TZVPD

The geometry in XYZ format:
```
129
Properties=species:S:1:pos:R:3:lowdin_charge:R:1
C 6.757 -1.526 1.982 -0.20
C 5.440 -2.268 1.453 -0.25
C 5.061 -1.614 0.021 -0.22
C 3.809 -0.632 0.107 -0.21
C 4.043 0.771 -0.634 -0.24
C 2.749 1.709 -0.612 -0.20
C 2.932 3.065 0.214 -0.21
C 1.748 3.388 1.222 -0.21
C 0.404 3.894 0.505 -0.18
C -0.778 2.820 0.696 -0.21
C -2.151 3.442 1.197 -0.20
C -3.089 3.979 -0.006 -0.18
C -4.384 3.016 -0.134 -0.17
C -3.840 1.578 -0.546 -0.14
C -4.850 0.693 -1.425 -0.41
O -6.149 1.250 -1.290 -0.10
C -7.062 0.548 -0.448 -0.17
C -6.726 0.610 1.131 -0.20
C -7.978 1.092 2.005 -0.12
C -4.497 0.781 -3.013 -0.23
C -4.079 2.225 -3.495 -0.08
C -2.506 2.481 -3.639 -0.24
N -1.632 1.293 -3.492 -0.02
O -5.788 0.502 -3.680 -0.21
S -6.161 -1.123 -3.498 0.79
O -7.658 -1.192 -3.365 -0.32
O -5.804 -1.921 -4.732 -0.33
C -5.307 -1.897 -2.042 -0.32
C -6.250 -2.949 -1.263 -0.15
C -5.506 -4.376 -1.244 -0.20
C -6.418 -5.547 -0.670 -0.73
F -7.613 -5.116 -0.083 -0.02
Br -6.781 -6.789 -2.202 0.79
C -5.495 -6.385 0.349 -0.79
F -4.238 -6.643 -0.241 -0.02
F -6.029 -7.652 0.631 -0.01
Br -5.199 -5.280 1.954 0.86
C -4.640 -0.826 -1.020 -0.47
S -2.803 -1.262 -1.010 0.79
H 6.907 -1.659 3.102 0.02
H 7.662 -1.907 1.428 0.04
H 6.636 -0.412 1.784 0.07
H 5.733 -3.363 1.314 0.10
H 4.576 -2.224 2.178 0.10
H 4.861 -2.499 -0.669 0.10
H 6.011 -1.124 -0.365 0.10
H 2.917 -1.196 -0.324 0.11
H 3.615 -0.418 1.202 0.11
H 4.322 0.497 -1.708 0.02
H 4.964 1.260 -0.184 0.11
H 2.581 2.020 -1.703 0.08
H 1.802 1.146 -0.311 0.11
H 3.118 3.903 -0.530 0.09
H 3.880 2.950 0.842 0.11
H 2.092 4.254 1.885 0.11
H 1.594 2.506 1.911 0.10
H 0.650 3.920 -0.613 0.10
H 0.069 4.922 0.846 0.11
H -0.846 2.226 -0.264 0.09
H -0.450 2.075 1.501 0.11
H -1.956 4.257 1.969 0.11
H -2.749 2.628 1.733 0.10
H -2.438 3.960 -0.930 0.08
H -3.399 5.061 0.166 0.11
H -4.884 3.065 0.880 0.11
H -5.079 3.505 -0.874 0.11
H -2.814 1.706 -0.997 0.08
H -3.688 1.002 0.433 0.11
H -7.317 -0.514 -0.790 0.12
H -8.060 1.102 -0.538 0.14
H -6.550 -0.482 1.441 0.10
H -5.768 1.153 1.366 0.09
H -8.163 2.202 1.838 0.08
H -8.917 0.551 1.673 0.08
H -7.773 0.948 3.117 0.08
H -3.806 -0.044 -3.354 0.12
H -4.528 2.352 -4.540 0.13
H -4.511 3.074 -2.884 0.12
H -2.105 3.299 -2.951 0.10
H -2.320 2.882 -4.694 0.12
H -1.782 0.788 -2.614 0.01
H -1.800 0.643 -4.265 0.07
H -4.480 -2.544 -2.490 0.10
H -7.241 -3.115 -1.783 0.12
H -6.487 -2.618 -0.206 0.11
H -4.548 -4.217 -0.653 0.10
H -5.187 -4.574 -2.316 0.11
H -4.990 -1.125 0.010 0.10
H -2.412 -1.388 -2.339 -0.09
Br 9.694 0.415 0.813 0.63
C 10.040 0.884 2.673 -0.71
C 10.775 -0.220 3.390 -0.68
Br 9.581 -1.691 3.852 0.66
H 9.079 1.126 3.124 0.04
H 10.652 1.785 2.628 0.05
H 11.166 0.136 4.343 0.01
H 11.589 -0.645 2.804 0.05
Br 10.190 2.325 6.070 0.64
C 8.984 0.967 6.779 -0.68
C 9.570 0.294 7.994 -0.68
Br 10.942 -0.998 7.500 0.60
H 8.770 0.274 5.965 0.01
H 8.072 1.506 7.041 0.06
H 8.808 -0.287 8.516 0.06
H 10.028 0.992 8.693 0.05
Br 1.123 2.033 -5.600 0.62
C 1.116 0.093 -5.765 -0.68
C 1.245 -0.560 -4.413 -0.68
Br 3.083 -0.475 -3.769 0.71
H 1.919 -0.174 -6.450 0.05
H 0.157 -0.152 -6.224 0.06
H 1.012 -1.624 -4.473 0.06
H 0.618 -0.098 -3.651 0.03
Br -0.175 -6.897 4.766 0.60
C -1.845 -7.837 4.413 -0.70
C -2.940 -6.880 4.019 -0.75
Br -3.647 -5.934 5.571 0.60
H -2.079 -8.415 5.306 0.05
H -1.619 -8.520 3.593 0.06
H -3.792 -7.420 3.603 0.03
H -2.615 -6.123 3.307 0.02
Br 5.324 5.545 -2.511 0.60
C 4.502 4.253 -3.717 -0.69
C 3.601 4.932 -4.717 -0.69
Br 1.908 5.452 -3.906 0.58
H 3.982 3.525 -3.095 0.03
H 5.336 3.764 -4.221 0.06
H 3.333 4.244 -5.520 0.03
H 4.037 5.832 -5.148 0.05
```

Computed properties:
**2S+1**: 1
**Energy**: -919511.70149 eV
**Orbital gap**: 9.51 eV
**E_HOMO**: -9.72 eV
**Structure (SMILES)**: CCCCCCCCCCCCCC[C@@]1(OCCC)[C@H](CCN)OS(=O)(=O)[C@H](CC[C@@](F)(Br)C(F)(F)Br)[C@H]1S.BrCCBr.BrCCBr.BrCCBr.BrCCBr.BrCCBr

***

# 3
Molecular formula: C37H70Cl24N2O
Method: DFT, ωB97M-V/def2-TZVPD

The geometry in XYZ format:
```
134
Properties=species:S:1:pos:R:3:lowdin_charge:R:1
C -1.816 2.669 1.746 -0.12
C -1.555 1.204 1.333 -0.28
O -0.189 0.857 1.208 -0.12
C 0.472 0.848 2.451 -0.18
C 0.864 -0.570 2.943 -0.32
C -0.435 -1.340 3.237 -0.13
C -0.289 -2.624 4.121 -0.40
C 1.127 -2.907 4.631 -0.09
C -0.838 -3.807 3.295 -0.14
N 1.582 -1.312 1.898 0.08
C 2.695 -0.574 1.297 -0.32
C 3.620 0.006 2.146 -0.04
C 4.673 0.698 1.585 -0.12
C 4.702 0.699 0.213 -0.10
C 3.772 0.071 -0.557 -0.13
N 2.729 -0.567 -0.015 0.14
H -1.136 3.389 1.293 0.08
H -1.835 2.745 2.837 0.05
H -2.835 2.915 1.432 0.02
H -2.071 0.524 2.028 0.07
H -2.015 1.070 0.351 0.10
H 1.365 1.483 2.453 0.12
H -0.166 1.251 3.248 0.12
H 1.436 -0.399 3.866 0.12
H -0.894 -1.617 2.285 0.12
H -1.134 -0.653 3.727 0.08
H -0.972 -2.514 4.969 0.08
H 1.032 -3.655 5.430 0.08
H 1.605 -2.047 5.101 0.07
H 1.785 -3.382 3.897 0.01
H -1.853 -3.536 2.982 -0.01
H -0.861 -4.744 3.854 0.06
H -0.267 -3.898 2.366 0.06
H 2.020 -2.147 2.274 0.09
H 3.520 -0.063 3.220 0.12
H 5.426 1.190 2.183 0.08
H 5.522 1.212 -0.282 0.04
H 3.856 0.074 -1.641 0.08
Cl -4.226 0.922 3.834 0.60
C -5.546 2.098 3.605 -0.64
C -5.224 3.437 4.216 -0.66
Cl -5.184 3.369 5.997 0.54
H -6.454 1.672 4.027 0.07
H -5.689 2.209 2.530 0.07
H -5.991 4.159 3.943 0.07
H -4.262 3.810 3.871 0.06
Cl 8.292 1.424 3.311 0.54
C 8.155 -0.086 4.251 -0.66
C 8.211 -1.308 3.371 -0.65
Cl 6.765 -1.449 2.342 0.61
H 7.228 -0.045 4.817 0.07
H 8.987 -0.099 4.954 0.07
H 8.253 -2.204 3.989 0.07
H 9.085 -1.296 2.725 0.07
Cl 0.128 -6.864 1.861 0.57
C 1.644 -7.660 2.348 -0.67
C 2.421 -6.813 3.322 -0.66
Cl 3.062 -5.329 2.571 0.55
H 2.217 -7.870 1.452 0.01
H 1.378 -8.608 2.815 0.08
H 3.275 -7.371 3.703 0.06
H 1.801 -6.516 4.165 0.07
Cl 0.136 -2.582 9.006 0.53
C -1.100 -1.319 9.240 -0.66
C -1.860 -1.027 7.972 -0.65
Cl -0.842 -0.234 6.746 0.58
H -0.603 -0.429 9.619 0.07
H -1.786 -1.683 10.003 0.07
H -2.687 -0.350 8.184 0.07
H -2.267 -1.936 7.532 0.06
Cl 2.057 0.377 -4.031 0.52
C 0.974 -0.654 -3.048 -0.65
C 0.702 -1.983 -3.699 -0.65
Cl -0.287 -1.831 -5.179 0.53
H 0.057 -0.097 -2.874 0.07
H 1.466 -0.810 -2.086 0.04
H 0.146 -2.616 -3.009 0.08
H 1.623 -2.495 -3.968 0.07
Cl -2.920 -0.722 -8.631 0.53
C -1.736 0.434 -7.965 -0.68
C -1.617 1.674 -8.813 -0.72
Cl -0.861 1.344 -10.397 0.53
H -0.781 -0.078 -7.870 0.06
H -2.081 0.702 -6.968 0.05
H -0.990 2.404 -8.312 0.02
H -2.590 2.124 -8.993 0.05
Cl -2.875 3.300 -1.511 0.59
C -4.180 4.491 -1.750 -0.69
C -3.842 5.833 -1.154 -0.69
Cl -3.803 5.787 0.630 0.55
H -5.093 4.082 -1.320 0.07
H -4.323 4.587 -2.823 0.00
H -4.600 6.563 -1.435 0.07
H -2.876 6.194 -1.501 0.05
Cl 6.197 -10.145 -1.074 0.54
C 4.760 -9.121 -1.322 -0.67
C 4.904 -7.771 -0.667 -0.64
Cl 4.892 -7.878 1.112 0.58
H 3.895 -9.658 -0.941 0.07
H 4.642 -8.995 -2.397 0.07
H 4.066 -7.133 -0.950 0.08
H 5.825 -7.277 -0.966 0.07
Cl -3.946 -3.389 4.421 0.60
C -5.216 -2.704 3.375 -0.66
C -5.580 -3.634 2.245 -0.66
Cl -4.259 -3.794 1.060 0.56
H -4.865 -1.745 3.006 0.02
H -6.088 -2.530 4.005 0.07
H -6.442 -3.239 1.710 0.07
H -5.827 -4.628 2.610 0.07
Cl 9.442 3.625 -3.384 0.53
C 7.749 3.078 -3.277 -0.67
C 7.122 3.423 -1.950 -0.65
Cl 7.827 2.485 -0.608 0.56
H 7.730 2.006 -3.459 0.07
H 7.203 3.573 -4.079 0.07
H 6.058 3.189 -1.975 0.07
H 7.236 4.478 -1.717 0.07
Cl -2.372 3.683 -6.441 0.62
C -3.669 4.876 -6.719 -0.65
C -3.324 6.225 -6.147 -0.64
Cl -3.282 6.193 -4.363 0.63
H -4.583 4.479 -6.285 0.08
H -3.809 4.955 -7.796 0.01
H -4.080 6.951 -6.441 0.01
H -2.357 6.577 -6.497 0.07
Cl -5.353 5.023 -10.007 0.57
C -6.653 6.214 -10.272 -0.65
C -6.315 7.564 -9.695 -0.65
Cl -6.283 7.545 -7.911 0.57
H -7.567 5.813 -9.841 0.07
H -6.790 6.299 -11.349 0.08
H -7.072 8.290 -9.989 0.07
H -5.348 7.917 -10.044 0.07
```

Computed properties:
**2S+1**: 1
**Energy**: -345072.71631 eV
**Orbital gap**: 8.93 eV
**E_HOMO**: -8.55 eV

***

energy of number 3 (C37H70Cl24N2O)?
-345072.71631 eV

***

What is the 2S+1 in the third record?
1

***

Which of these has the lowest E_HOMO?
C37H70Br12F3NO4S2